C6H5N3 | ωB97M-V/def2-TZVPD

## Properties
Structure (SMILES): [H]/N=C1/C=C2C=CN=C2N1
Energy relative to the best compared isomer or geometry (same formula, charge and spin) (eV): 1.300
HOMO level (eV): -8.522
E (eV): -10771.92598
Frontier orbital gap (eV): 7.68

Element x y z (Å)
H: -0.58781 -1.65032 -3.09166
N: -0.30101 -2.04319 -2.20609
C: -0.18910 -1.15885 -1.31420
C: 0.20998 -1.41249 0.10231
C: 0.22571 -0.23637 0.78361
C: 0.41905 0.51542 2.00882
C: 0.20241 1.81610 1.63190
N: -0.11693 2.02676 0.27477
C: -0.12348 0.83897 -0.21639
N: -0.34414 0.25167 -1.43914
H: 0.30404 -2.42091 0.53572
H: 0.61531 0.11159 2.99269
H: 0.24388 2.69060 2.26988
H: -0.55791 0.67103 -2.33224

Atoms 1-2, force components in eV/Å:
-0.1 0.1 -0.4
-0.1 -0.1 0.4

---

C33H27AsCrN6O8S | ωB97M-V/def2-TZVPD

## Properties
Energy relative to the best compared isomer or geometry (same formula, charge and spin) (eV): 2.838
2S+1: 4
HOMO level (spin up / spin down) (eV): -10.327 / -10.324
Charge: +1
E (eV): -160064.97971
Frontier orbital gap (spin up / spin down) (eV): 4.95 / 5.74

Element x y z (Å)
Cr: -0.20786 -0.02472 -0.22131
O: 4.14884 -0.59513 5.19701
C: 3.16670 -1.33851 5.11722
O: 2.63690 -2.20792 5.81426
C: 2.35061 -1.08987 3.76825
C: 2.70981 -0.07639 2.89669
C: 1.94196 0.14370 1.77896
N: 0.83520 -0.58239 1.48212
C: 0.50700 -1.59318 2.32246
C: 1.25532 -1.86874 3.45281
C: -0.73660 -2.32214 2.03202
C: -1.22766 -3.33482 2.84652
C: -2.46598 -3.88158 2.56053
C: -3.17806 -3.39627 1.47609
C: -2.60757 -2.40234 0.70150
N: -1.40627 -1.87966 0.96385
C: 2.34114 1.07900 0.73053
C: 3.38515 1.98193 0.85322
C: 3.83706 2.64194 -0.27390
C: 3.25524 2.34330 -1.49952
C: 2.17615 1.49151 -1.52855
N: 1.67180 0.91176 -0.42520
H: 3.60633 0.49016 3.11500
H: 1.00471 -2.66703 4.13742
H: -0.66535 -3.68998 3.69657
H: -2.86919 -4.66698 3.18579
H: -4.15705 -3.77876 1.22332
H: -3.13981 -2.01554 -0.15506
H: 3.84938 2.14028 1.81560
H: 4.65299 3.34931 -0.20768
H: 3.62421 2.77644 -2.41787
H: 1.69710 1.25694 -2.46638
O: -3.10148 -1.67008 -2.57806
C: -1.98406 -1.48426 -2.16686
O: -1.68092 -0.57338 -1.27230
C: -0.81454 -2.28645 -2.69013
C: 0.29485 -2.50593 -1.88145
C: 1.42574 -3.10270 -2.41535
C: 1.44913 -3.56567 -3.71530
C: 0.30360 -3.41085 -4.46964
C: -0.81826 -2.75674 -3.99468
N: 0.28192 -3.95798 -5.84538
O: -0.76359 -3.87408 -6.45132
O: 1.31099 -4.44384 -6.25873
N: 2.63361 -3.20219 -1.58441
O: 3.59266 -3.76596 -2.04872
O: 2.58339 -2.69247 -0.47831
H: 0.25597 -2.32410 -0.81135
H: 2.32974 -4.03857 -4.12658
H: -1.67949 -2.62284 -4.63522
S: -1.18570 2.86200 -3.95358
C: -0.99358 1.49313 -2.95227
N: -0.58877 1.70998 -1.73861
C: -0.37968 3.07465 -1.52748
C: 0.10816 3.67686 -0.36599
C: 0.25555 5.04608 -0.34117
C: -0.04654 5.83103 -1.46111
C: -0.50089 5.25274 -2.62712
C: -0.66288 3.86926 -2.64466
H: -1.20768 0.51147 -3.34611
H: 0.38290 3.07418 0.48731
H: 0.61447 5.52999 0.55839
H: 0.09394 6.90260 -1.41863
H: -0.71012 5.84843 -3.50544
C: -1.99438 3.16027 2.09485
As: -1.84301 1.26227 1.64380
C: -1.72851 0.58841 3.47043
C: -3.72606 0.91188 1.30480
H: -2.79219 3.26338 2.82760
H: -2.23511 3.75003 1.21363
H: -1.06492 3.52903 2.52664
H: -2.54096 1.03216 4.04305
H: -0.78011 0.85809 3.93460
H: -1.83775 -0.49356 3.49277
H: -4.30485 1.25912 2.15836
H: -3.88837 -0.15375 1.16958
H: -4.05443 1.43405 0.40786

Atoms 1-2, force components in eV/Å:
-0.9 0.4 -0.1
0.0 -0.1 0.2

---

C12H13BCoF4N3O4S2 | ωB97M-V/def2-TZVPD

## Properties
Energy relative to the best compared isomer or geometry (same formula, charge and spin) (eV): 0.000
2S+1: 2
HOMO level (spin up / spin down) (eV): -5.817 / -5.734
Charge: -1
E (eV): -96170.05959
Frontier orbital gap (spin up / spin down) (eV): 7.82 / 7.74

Element x y z (Å)
Co: 1.26790 -0.56482 -0.91047
O: -2.95988 -0.56302 2.41084
C: -3.02816 -1.75724 1.79570
C: -4.05099 -2.62713 2.17931
C: -4.18107 -3.86541 1.58188
C: -3.29502 -4.26381 0.58260
C: -2.27713 -3.40866 0.20618
C: -2.12226 -2.15593 0.80064
C: -0.99092 -1.30371 0.36087
O: -0.16653 -1.78050 -0.48386
N: -0.93297 -0.09086 0.87821
N: 0.16824 0.60063 0.40262
C: 0.28877 1.77940 0.86212
S: 1.63725 2.82303 0.46374
C: 0.78845 4.32669 1.00283
C: 0.03042 3.98236 2.26841
S: -0.91335 2.46318 1.95789
H: -2.18481 -0.08606 2.01636
H: -4.73094 -2.29672 2.95499
H: -4.97857 -4.52824 1.89684
H: -3.39985 -5.23078 0.10796
H: -1.56989 -3.68519 -0.56406
H: 0.11092 4.64847 0.21276
H: 1.54916 5.09037 1.16467
H: -0.67962 4.76527 2.53404
H: 0.71189 3.80968 3.10028
N: 2.64548 0.71183 -1.73161
C: 3.93736 0.62358 -1.03809
C: 4.01175 -0.66643 -0.22031
O: 5.06702 -0.97069 0.31113
O: 2.89988 -1.30630 -0.17218
H: 2.69405 0.28681 -2.65771
H: 2.34210 1.66675 -1.87743
H: 4.03651 1.45074 -0.33628
H: 4.78707 0.64976 -1.71772
F: 0.73820 1.70249 -4.09359
B: 0.68769 0.30249 -4.11507
F: 1.97762 -0.22104 -4.37550
F: -0.25509 -0.18251 -4.99653
F: 0.33932 -0.12847 -2.76244

Atoms 1-2, force components in eV/Å:
0.6 1.0 -0.6
-0.1 -0.1 0.0

---

C3O2S3 | ωB97M-V/def2-TZVPD

## Properties
Structure (SMILES): [O-]C(=S)C(=S)C([O-])=S
Energy relative to the best compared isomer or geometry (same formula, charge and spin) (eV): 0.273
HOMO level (eV): -0.282
Charge: -2
E (eV): -39711.43007
Frontier orbital gap (eV): 5.94

Element x y z (Å)
O: -1.34272 1.53152 0.16044
C: -1.26277 0.30099 -0.04355
S: -2.41684 -0.72289 -0.77714
C: 0.09549 -0.36859 0.44637
S: 0.02299 -1.65965 1.48340
C: 1.33124 0.28134 -0.08864
O: 2.02134 1.00549 0.53669
S: 1.55127 -0.36822 -1.71756

Atoms 1-2, force components in eV/Å:
0.2 -1.5 -0.1
0.5 1.0 0.3

---

C11H15NO | ωB97M-V/def2-TZVPD

## Properties
Structure (SMILES): Cc1c[nH]c2ccccc12.CCO
Energy relative to the best compared isomer or geometry (same formula, charge and spin) (eV): 2.138
HOMO level (eV): -8.005
E (eV): -15185.78426
Frontier orbital gap (eV): 8.80

Element x y z (Å)
C: -2.32557 3.46035 0.01941
C: -2.13454 2.14885 0.56414
C: -2.57128 1.46960 1.64826
N: -2.24240 0.17918 1.61560
C: -1.28632 -0.02572 0.56353
C: -0.52925 -1.11498 0.21779
C: 0.11106 -0.97518 -0.96896
C: 0.13294 0.14083 -1.72244
C: -0.66387 1.28429 -1.41593
C: -1.27803 1.20514 -0.20928
H: -1.33583 4.00187 0.07160
H: -2.71138 4.22998 0.70502
H: -2.92845 3.56536 -0.91567
H: -3.41473 1.92512 2.30991
H: -2.17234 -0.37596 2.41621
H: -0.67825 -2.02995 0.76988
H: 0.56738 -1.91702 -1.38149
H: 0.76014 0.21272 -2.68664
H: -0.80314 2.22546 -1.99776
C: 3.43062 -0.97742 -0.30201
C: 3.78517 -2.33377 0.34380
O: 3.48641 -3.57365 -0.30674
H: 2.33787 -0.75973 -0.35984
H: 3.63742 -0.97340 -1.35432
H: 3.85574 -0.12311 0.11809
H: 4.81380 -2.56975 0.68291
H: 3.07772 -2.34863 1.20733
H: 2.77404 -3.41992 -0.87042

Atoms 1-2, force components in eV/Å:
0.3 3.8 0.7
1.3 -2.4 -1.1